(one)
2 unconnected molecules or ions with the total composition C2H8N. Source: the OMol25 dataset; level of theory: wB97M-V/def2-TZVPD.

Geometry as XYZ:
```
11
Properties=species:S:1:pos:R:3:nbo_charge:R:1
C 0.716 -0.837 0.848 -0.458
C 0.630 0.385 1.369 -0.357
H -1.841 0.847 -1.437 0.455
N -0.978 0.329 -1.632 -0.882
H 1.613 -1.270 0.417 0.228
H 1.277 1.218 1.118 0.212
H -0.589 -0.034 -0.736 0.471
H -0.282 0.987 -1.986 0.454
H -0.197 0.630 2.036 0.213
H -0.102 -1.536 0.988 0.205
H -1.151 -0.414 -2.312 0.458
```

As for the net charge: +1. The value obtained for the HOMO energy is -14.62 eV.

(two)
A gas-phase ion, C2H8N (charge +1). Source: the OMol25 dataset; level of theory: wB97M-V/def2-TZVPD.

Geometry as XYZ:
```
11
Properties=species:S:1:pos:R:3:nbo_charge:R:1
N 0.029 0.463 -0.350 -0.486
H 0.288 0.662 1.745 0.244
H -1.183 1.374 1.135 0.244
H 0.759 -0.879 -1.803 0.243
H 0.811 1.108 -0.449 0.439
C -0.527 0.513 1.044 -0.423
H 1.422 -1.123 -0.202 0.242
H -0.675 0.772 -1.021 0.437
H -1.121 -0.386 1.206 0.240
C 0.498 -0.902 -0.749 -0.418
H -0.301 -1.602 -0.555 0.238
```

As for the net charge: +1. As for the SMILES: C[NH2+]C. The value obtained for the HOMO energy is -18.92 eV.

Stability, highest: (two)

(one)
3 unconnected molecules or ions with the total composition C4H12O2. Source: the OMol25 dataset; level of theory: wB97M-V/def2-TZVPD.

Geometry as XYZ:
```
18
Properties=species:S:1:pos:R:3:nbo_charge:R:1
H -0.573 0.029 -2.785 0.178
C -1.246 -0.535 0.478 -0.458
H -0.847 0.384 0.903 0.170
H -3.107 -1.641 0.855 0.150
H 2.778 2.476 0.054 0.443
C -2.117 -1.448 1.307 -0.709
H 2.193 1.288 0.696 0.500
C -1.209 -0.651 -0.917 -0.438
H -1.632 -1.515 -1.401 0.144
H 1.693 -1.167 0.392 0.476
H -2.272 -1.039 2.308 0.178
H -1.578 -2.392 1.427 0.183
H -1.779 1.117 -2.146 0.146
H -0.113 1.083 -1.363 0.201
O 2.288 -0.432 0.181 -1.000
C -0.890 0.509 -1.865 -0.661
H 2.460 -0.720 -0.714 0.465
O 2.180 2.266 0.761 -0.969
```

As for the net charge: -1. The value obtained for the HOMO energy (spin up / spin down) is 1.26 / -3.04 eV. The expectation value of S² is 0.754. Its spin multiplicity is 2.

(two)
3 unconnected molecules or ions with the total composition C4H12O2. Source: the OMol25 dataset; level of theory: wB97M-V/def2-TZVPD.

Geometry as XYZ:
```
18
Properties=species:S:1:pos:R:3:nbo_charge:R:1
H 1.074 -0.246 -1.842 0.191
H 1.469 1.598 0.233 0.193
H -0.339 -1.162 -1.758 0.192
H -3.154 1.085 0.540 0.416
O -3.019 1.127 -0.410 -1.068
C -0.590 -0.998 0.850 -0.792
H -0.386 0.647 -2.040 0.176
H 3.191 -1.973 0.543 0.451
C -0.046 -0.022 0.042 -0.145
C 0.038 -0.178 -1.449 -0.668
H -0.620 -0.712 1.902 0.158
H -0.128 2.141 0.158 0.178
H 0.388 1.145 1.640 0.201
C 0.461 1.295 0.556 -0.663
H -2.489 0.368 -0.606 0.467
H 1.995 -1.038 0.599 0.502
O 2.960 -1.051 0.453 -0.968
H -0.804 -2.028 0.591 0.177
```

As for the net charge: -1. The value obtained for the HOMO energy (spin up / spin down) is 0.97 / -4.35 eV. The expectation value of S² is 0.754. Its spin multiplicity is 2.

Stability, highest: (two)

(one)
A molecular structure, C4H3N2O2S. Source: the OMol25 dataset; level of theory: wB97M-V/def2-TZVPD.

Geometry as XYZ:
```
12
Properties=species:S:1:pos:R:3:nbo_charge:R:1
H 2.278 0.259 0.167 0.195
C 0.129 -0.158 -0.301 -0.318
N -0.753 -0.641 0.715 -0.120
C 1.319 -0.111 0.498 0.067
C 0.093 1.485 -1.479 0.401
C -0.195 -0.917 1.908 0.015
H -2.426 -1.270 1.278 0.474
S 1.307 1.297 -2.521 -0.282
H 0.030 -0.730 -1.212 0.251
O -0.810 2.209 -1.217 -0.563
O -2.097 -0.949 0.425 -0.557
N 1.124 -0.473 1.739 -0.563
```

As for the net charge: -1. The value obtained for the HOMO energy is -4.39 eV.

(two)
A gas-phase ion, C4H3N2O2S (charge -1). Source: the OMol25 dataset; level of theory: wB97M-V/def2-TZVPD.

Geometry as XYZ:
```
12
Properties=species:S:1:pos:R:3:nbo_charge:R:1
C 2.268 0.988 -0.324 -0.265
H 0.557 -1.472 0.942 0.220
S 1.761 2.597 0.050 -0.416
C 1.647 -0.171 -0.181 -0.452
C -2.872 -0.523 -0.148 0.851
O -2.813 -1.660 0.261 -0.681
O -3.468 0.142 -0.942 -0.662
H 3.031 1.106 -1.142 0.194
H 2.092 -1.054 -0.307 0.196
C 0.404 -0.415 0.463 0.038
N -0.727 0.117 0.593 0.030
N -1.882 0.347 0.734 -0.053
```

As for the net charge: -1. As for the SMILES: O=C([O-])/N=N\C=C/C=S. The value obtained for the HOMO energy is -3.78 eV.

Stability, highest: (two)

(one)
2 unconnected molecules or ions with the total composition C8H11N7O5. Source: the OMol25 dataset; level of theory: wB97M-V/def2-TZVPD.

Geometry as XYZ:
```
31
Properties=species:S:1:pos:R:3:nbo_charge:R:1
N 2.492 1.352 2.902 -0.003
H 0.097 3.130 -4.310 0.233
H -1.258 1.897 2.161 0.255
O -3.451 0.924 1.407 -0.443
N 0.555 0.840 2.132 -0.234
C -0.710 1.827 -1.182 -0.254
H 0.306 1.454 -1.038 0.198
N 1.215 -2.839 2.169 0.503
H -0.052 3.755 -1.900 0.161
H -2.419 3.708 -1.899 0.466
O 0.492 -3.860 2.039 -0.394
H -1.032 3.062 0.457 0.381
C -1.482 -0.253 1.692 -0.133
N -2.910 -0.212 1.540 0.515
H -1.306 0.991 -1.558 0.208
H -2.255 1.938 0.261 0.419
C -0.839 -1.501 1.810 -0.072
O 2.450 -2.887 2.301 -0.331
N 1.374 1.881 2.472 -0.087
C 0.526 -1.572 2.128 -0.055
N 2.464 -0.005 2.860 -0.263
C -0.001 2.354 -3.537 -0.623
C -0.787 0.968 1.827 0.224
O -1.938 3.379 -2.674 -0.716
H 1.002 1.966 -3.317 0.215
C 1.254 -0.342 2.358 0.327
N -1.237 2.118 0.139 -0.749
H -0.610 1.534 -3.955 0.220
O -3.574 -1.266 1.594 -0.349
H -1.430 -2.414 1.726 0.295
C -0.642 2.909 -2.278 0.088
```

As for the SMILES: O=[N+]([O-])c1cc([N+](=O)[O-])c2nnnn2c1.C[C@@H](O)CN. The value obtained for the HOMO energy is -9.47 eV.

(two)
C8H11N7O5 in the gas phase. Source: the OMol25 dataset; level of theory: wB97M-V/def2-TZVPD.

Geometry as XYZ:
```
31
Properties=species:S:1:pos:R:3:nbo_charge:R:1
H 1.021 -2.032 -4.740 0.241
H 2.496 -1.549 0.129 0.476
C 1.216 0.042 1.882 -0.160
O 3.074 1.388 2.347 -0.376
N -1.260 -2.633 1.673 -0.119
C 0.344 1.095 2.187 -0.069
H 1.306 -2.072 2.149 0.243
C -1.043 0.866 2.231 -0.113
N -1.956 2.014 2.479 0.517
C 0.872 -1.340 1.431 0.139
N -2.500 -2.367 2.029 -0.032
H 0.731 2.106 2.333 0.293
H 1.396 -2.842 -0.004 0.429
N 2.643 0.280 1.958 0.502
O -1.436 3.133 2.726 -0.407
C 1.066 -1.233 -1.379 -0.252
H 1.602 -0.267 -1.495 0.238
N 1.456 -1.791 -0.009 -0.580
O 3.421 -0.671 1.594 -0.517
O 2.849 -2.249 -2.852 -0.703
H 3.241 -2.818 -2.174 0.467
N -2.680 -1.058 2.301 -0.259
N -0.604 -1.447 1.683 -0.223
H 0.982 -3.133 -2.508 0.179
H -0.193 -1.269 -3.746 0.221
C 0.874 -1.465 -3.819 -0.627
H 1.357 -0.503 -3.985 0.224
H -0.030 -1.082 -1.368 0.236
C 1.430 -2.130 -2.590 0.071
O -3.190 1.847 2.437 -0.351
C -1.477 -0.476 2.104 0.312
```

The value obtained for the HOMO energy is -8.64 eV.

Stability, highest: (one)

(one)
A gas-phase ion, CHN6 (charge -1). Source: the OMol25 dataset; level of theory: wB97M-V/def2-TZVPD.

Geometry as XYZ:
```
8
Properties=species:S:1:pos:R:3:nbo_charge:R:1
N -1.699 -1.102 1.197 -0.199
N 1.461 0.669 0.064 -0.136
H 2.355 1.188 -1.492 0.276
N -1.023 0.046 -0.521 -0.383
N -0.437 -0.765 1.482 -0.386
N 1.534 0.591 -1.160 -0.335
C -0.161 -0.004 0.469 0.333
N -2.029 -0.623 -0.039 -0.169
```

As for the net charge: -1. The value obtained for the HOMO energy is -4.67 eV.

(two)
A gas-phase ion, CHN6 (charge -1). Source: the OMol25 dataset; level of theory: wB97M-V/def2-TZVPD.

Geometry as XYZ:
```
8
Properties=species:S:1:pos:R:3:nbo_charge:R:1
N -1.161 1.067 0.012 -0.331
H 3.024 0.147 -0.105 0.291
N 2.170 -0.297 0.028 -0.373
C -0.207 0.118 0.031 0.236
N -2.265 0.424 0.059 -0.175
N -0.769 -1.128 -0.022 -0.344
N 1.263 0.543 -0.020 -0.134
N -2.054 -0.876 0.017 -0.172
```

As for the net charge: -1. The value obtained for the HOMO energy is -4.81 eV.

Stability, highest: (two)

(one)
2 unconnected molecules or ions with the total composition C3H11NS2. Source: the OMol25 dataset; level of theory: wB97M-V/def2-TZVPD.

Geometry as XYZ:
```
17
Properties=species:S:1:pos:R:3:nbo_charge:R:1
C 1.653 -0.891 1.583 -0.679
H 2.230 -1.842 1.319 0.235
S 1.560 -0.587 -1.813 -0.119
H -1.369 0.701 1.250 0.148
H -2.367 -1.287 1.081 0.201
S 2.061 0.197 0.034 -0.019
C -2.240 0.776 0.451 -0.216
N -3.302 1.733 0.791 -0.833
H 1.880 -0.208 2.380 0.237
H -1.695 1.246 -0.460 0.197
H -2.876 2.634 1.066 0.354
H -3.747 1.493 1.740 0.341
C -2.940 -0.693 0.338 -0.634
H -3.969 -0.502 0.604 0.224
H -2.700 -1.250 -0.594 0.217
H 0.620 -1.153 1.532 0.206
H 0.330 -0.874 -1.216 0.141
```

As for the SMILES: CCN.CSS. The value obtained for the HOMO energy is -8.40 eV.

(two)
2 unconnected molecules or ions with the total composition C3H11NS2. Source: the OMol25 dataset; level of theory: wB97M-V/def2-TZVPD.

Geometry as XYZ:
```
17
Properties=species:S:1:pos:R:3:nbo_charge:R:1
H -2.580 0.396 0.905 0.158
H 2.806 1.219 -3.102 0.121
H 1.493 1.312 0.718 0.223
C -0.966 -1.702 1.387 -0.407
H -1.612 -1.263 2.139 0.194
C 1.776 0.849 -0.237 -0.758
S 0.847 1.721 -1.506 0.106
H 0.029 -1.981 1.739 0.182
C -1.599 0.469 0.392 -0.406
H -1.441 -2.651 1.128 0.185
H 1.656 -0.220 -0.156 0.241
N -0.926 -0.803 0.256 -0.668
H -1.054 1.123 1.035 0.173
H -1.891 0.862 -0.575 0.213
S 1.588 0.656 -3.130 -0.144
H 2.817 1.144 -0.300 0.211
H -0.943 -1.129 -0.693 0.375
```

As for the SMILES: CNC.CSS. The value obtained for the HOMO energy is -8.27 eV.

Stability, highest: (two)